No. 1
Density functional theory data (ωB97M-V/def2-TZVPD) for a single C11H15NO4 molecule at a distorted geometry.

```
31
Properties=species:S:1:pos:R:3:forces:R:3
O 1.531057 2.309984 2.410161 0.22 -1.28 -0.99
O 0.452398 -0.104252 -1.657377 0.66 0.04 0.80
O 0.895772 -2.071657 -0.554887 0.09 -0.01 0.99
O -2.055958 0.655234 -2.053272 0.36 1.41 -0.43
N -1.424874 -0.794959 0.519168 -1.51 -0.01 -1.24
C -0.389109 -2.644562 -0.836146 -0.17 1.13 0.27
C 0.068285 0.699588 1.627309 -0.06 -2.09 -1.79
C 3.775554 1.634960 0.755706 0.67 -0.53 0.78
C 0.871104 -0.649157 -0.412904 -0.78 -0.47 0.09
C -1.509281 -2.230410 0.143468 0.36 0.22 0.20
C -0.167083 -0.253611 0.660415 0.29 1.32 1.34
C -2.299115 1.284983 -0.768532 -0.24 -0.89 0.18
C -2.571196 0.161551 0.284816 0.52 -0.21 -0.64
C 2.458222 0.932957 0.752684 -0.07 -2.52 -2.14
C 1.371353 1.342748 1.632094 -0.54 2.90 2.20
C 2.236824 -0.117286 -0.099107 0.18 1.45 0.78
H 4.219297 1.629756 1.779081 -0.17 0.05 -0.79
H -0.299046 -3.705236 -0.825650 0.39 -0.84 0.21
H -0.691650 0.919851 2.394126 0.64 0.14 -0.53
H -1.458260 1.900989 -0.438537 0.09 -0.12 -0.20
H -1.410905 -2.824759 1.072129 0.02 0.22 -0.31
H 3.056472 -0.478429 -0.703002 -0.04 -0.13 -0.21
H -1.676756 1.333263 -2.688642 -0.70 -1.15 1.21
H -0.518139 -0.134752 -1.668656 -0.16 0.17 -0.33
H -2.500819 -2.485902 -0.279080 0.55 0.37 0.08
H 4.477822 1.218014 0.008435 -0.41 -0.13 0.57
H -0.617141 -2.379403 -1.849532 -0.51 0.31 -0.66
H -3.465343 -0.396017 -0.047540 0.56 -0.01 0.22
H -2.818441 0.663679 1.214398 -0.12 0.06 0.20
H -3.189707 1.926355 -0.835764 0.14 -0.20 0.10
H 3.648666 2.656481 0.464637 -0.23 0.80 0.04
```
Positions in Å, forces in eV/Å.

As for the multiplicity: 1. The energy above the lowest of the compared OMol25 structures with the same formula, charge and spin is 58.11 kcal per mole. As for the lowest unoccupied orbital energy: 0.1 eV. The total energy comes out at -783.808600 Ha. The maximum force is 3.68 eV Å⁻¹. The HOMO energy is -8.4371 eV.

Charges per atom according to Mulliken partitioning, unit e: -0.70, -0.61, -0.46, -0.63, 0.18, -0.53, -0.79, -1.34, 1.36, -0.56, -0.29, -0.40, -0.79, 1.12, 0.48, -1.68, 0.29, 0.43, 0.42, 0.30, 0.36, 0.29, 0.33, 0.67, 0.36, 0.36, 0.28, 0.43, 0.37, 0.42, 0.31



No. 2
Density functional theory data (ωB97M-V/def2-TZVPD) for a molecular structure, C11H15NO5PdS at a distorted geometry.

```
34
Properties=species:S:1:pos:R:3:forces:R:3
Pd -1.882310 0.398579 -0.311861 0.00 0.47 -0.38
S 1.118763 -3.331446 2.514489 -0.10 0.26 -0.53
O -1.439326 2.164394 0.622318 -0.18 0.01 0.20
O -2.240663 4.249487 0.801231 -0.02 0.01 -0.02
O 0.241948 -2.331706 1.961761 0.37 -0.34 0.20
O -2.661686 -0.914441 -1.610888 -0.28 -0.13 0.13
O -4.284710 -1.294885 -2.994398 0.00 0.03 -0.02
N -3.282751 1.475928 -1.027544 0.00 -0.02 -0.09
C -4.355595 3.567957 -1.132890 -0.01 0.03 0.01
C -5.104295 1.700281 -2.489982 -0.02 -0.02 0.00
C 1.054561 -4.440668 6.830076 -0.35 -0.25 1.03
C -5.231251 3.028471 -2.075488 0.03 -0.02 0.02
C 2.785393 -2.606174 0.380628 0.00 -0.05 -0.05
C -3.684303 -0.493367 -2.201846 0.12 -0.01 -0.03
C -2.269489 3.057548 0.343735 0.10 0.00 -0.03
C -4.097777 0.927838 -1.937473 -0.03 0.02 -0.01
C -3.369278 2.744223 -0.620034 -0.01 -0.02 -0.04
C 2.527283 -3.556226 1.532400 0.03 -0.05 0.08
C 2.211990 -4.877413 7.437283 0.65 -0.06 -0.69
H 2.419024 -4.627332 1.236889 -0.01 0.00 0.00
H 3.730489 -2.891008 -0.079638 0.00 0.00 0.00
H -4.431186 4.600087 -0.811882 -0.01 0.00 0.00
H 3.334036 -3.620802 2.291274 0.01 0.02 0.00
H 1.240569 -4.882418 8.191491 -0.26 0.17 0.08
H 2.871481 -1.578019 0.729585 -0.01 0.00 0.00
H 0.771913 -3.391998 6.869539 0.04 0.02 -0.01
H 2.521388 -5.915060 7.344919 -0.10 -0.07 0.21
H -6.013474 3.647486 -2.497973 0.00 0.00 0.00
H -1.493682 4.437109 1.405416 0.00 0.00 0.01
H -5.062973 -0.959678 -3.473168 -0.01 0.00 0.00
H 2.938926 -4.163610 7.811673 -0.07 0.00 0.16
H 0.312201 -5.153660 6.477664 0.12 -0.01 -0.24
H -5.784328 1.300636 -3.233016 0.00 0.00 0.00
H 2.007138 -2.682896 -0.376442 -0.02 0.02 0.01
```
Positions in Å, forces in eV/Å.

As for the multiplicity: 1. Its charge is +4. As for the lowest unoccupied orbital energy: -15.0 eV. The total energy comes out at -1383.487168 Ha. The maximum force is 1.12 eV Å⁻¹. The HOMO energy is -22.3909 eV.

Charges per atom according to Mulliken partitioning, unit e: 1.01, 0.72, -0.61, -0.30, -0.23, -0.60, -0.34, -0.47, -0.30, -0.49, -0.30, -0.62, -1.06, 0.87, 0.83, 0.77, 0.10, -0.40, -0.37, 0.46, 0.37, 0.56, 0.46, 0.33, 0.35, 0.35, 0.34, 0.49, 0.44, 0.36, 0.32, 0.35, 0.29, 0.33



No. 3
Density functional theory data (ωB97M-V/def2-TZVPD) for 2 unconnected molecules or ions with the total composition C11H15NOS2 at a distorted geometry.

```
30
Properties=species:S:1:pos:R:3:forces:R:3
S 1.858984 1.425879 -2.061484 0.53 -0.42 -0.59
S -1.868049 -1.789377 -0.973274 2.11 2.72 -0.47
O -3.082921 -2.297316 -0.373924 -1.48 -0.72 1.12
N 2.994485 -0.606363 0.766950 -0.72 0.72 1.17
C 2.710019 -1.951346 -1.197839 3.57 -0.01 0.11
C -1.344725 -0.697198 1.545854 2.15 1.27 -2.58
C -2.671759 0.874213 -0.067822 0.85 0.80 -1.49
C 0.678217 -1.512331 0.233321 4.25 0.36 -2.79
C -1.756772 0.699605 1.137160 1.60 3.76 1.51
C 1.684983 -0.900904 1.223070 -0.70 -1.42 0.36
C 1.350944 -2.002606 -1.009401 -5.42 0.13 3.63
C -2.102164 0.092939 -1.270499 1.53 -0.02 -1.22
C 3.408737 -1.083400 -0.361916 2.90 -1.35 -1.50
C 1.592298 2.161182 -0.694075 0.54 0.61 2.34
C -0.636896 -1.282747 0.390932 -2.42 -1.64 -1.40
H -0.812154 1.354749 1.023436 -0.87 -1.28 -0.44
H -2.685053 0.350545 -2.198185 0.40 -0.86 0.80
H -2.930736 1.936882 -0.539678 1.04 -1.80 1.70
H 0.663630 2.647200 -0.518506 -1.02 0.46 -0.08
H -0.982253 0.352835 -1.533194 -2.06 -0.07 0.63
H 1.323286 0.014668 1.658717 -0.51 0.43 0.38
H 1.759022 -1.641539 2.087756 0.06 0.79 -0.65
H 4.510738 -0.908829 -0.494251 -1.10 -0.19 -0.38
H 3.200806 -2.704273 -1.858952 -0.25 1.16 0.43
H -2.098155 1.244762 2.043318 -0.72 -0.48 -0.44
H 2.210846 2.281510 0.264279 -0.10 -0.61 -1.71
H -2.103069 -1.330677 1.757373 -2.87 -1.76 0.98
H -0.622393 -0.727604 2.300845 0.65 0.47 1.74
H 0.752759 -2.661372 -1.576926 -0.60 -0.33 -0.99
H -3.605015 0.501300 0.257574 -1.34 -0.72 -0.19
```
Positions in Å, forces in eV/Å.

As for the multiplicity: 3. As for the lowest unoccupied orbital energy (spin up / spin down): -0.4 / -2.5 eV. The total energy comes out at -1354.257171 Ha. The maximum force is 6.52 eV Å⁻¹. The HOMO energy (spin up / spin down) is -6.2910 / -8.9001 eV. Its expectation value of S² is 2.03.

Charges per atom according to Mulliken partitioning, unit e: -0.18, 0.39, -0.62, -0.53, -0.65, -1.22, -0.61, 1.24, -0.12, -0.91, -0.62, -0.40, -0.07, -0.31, -0.24, -0.04, 0.47, 0.30, 0.26, 0.02, 0.42, 0.31, 0.32, 0.35, 0.40, 0.27, 0.43, 0.50, 0.49, 0.33



No. 4
Density functional theory data (ωB97M-V/def2-TZVPD) for a molecular structure, C11H15NPPt at a distorted geometry.

```
29
Properties=species:S:1:pos:R:3:forces:R:3
Pt -0.062072 -0.073842 -0.209702 1.25 3.30 7.81
P 0.024267 1.942562 0.798788 -0.54 0.11 -0.22
N -0.452706 -0.920788 1.931885 -0.36 -0.25 -0.59
C -1.189597 0.478748 5.283979 -0.59 0.79 1.76
C -0.309899 -2.138700 -1.730788 -0.24 -1.85 -0.61
C 0.115786 -1.937194 -0.476820 0.53 -1.80 -1.36
C -0.333102 -1.169863 -2.750640 -0.68 -0.94 -2.27
C -1.359444 0.103298 3.947602 0.52 -0.75 -1.91
C 0.606761 0.813582 -1.708579 0.52 0.47 -2.09
C 0.152522 0.138417 -2.789602 0.22 0.66 -1.46
C 0.082735 0.447785 5.869194 1.00 -0.23 -0.53
C 1.038025 -0.292869 3.765593 0.70 -0.69 -1.75
C -0.249083 -0.344050 3.235782 -1.38 0.46 0.22
C 1.199049 0.086883 5.104573 -0.38 0.79 2.29
H -1.414229 -1.226352 1.802442 0.16 -0.07 0.37
H 0.144977 0.633304 -3.756364 0.12 -0.15 -0.36
H -2.338576 0.121757 3.462428 0.17 -0.18 0.15
H 0.151623 -1.732976 1.825044 -0.16 0.17 0.22
H 1.083062 1.819716 -1.809684 -0.49 -0.89 0.16
H 0.260075 -2.783332 0.203087 -0.18 0.29 -0.11
H -1.095334 2.289706 1.593323 0.52 0.34 0.15
H -2.060388 0.776049 5.869813 0.23 -0.04 -0.06
H 0.197391 3.056899 -0.047517 0.01 0.26 0.40
H 2.193954 0.085243 5.554702 -0.27 0.00 -0.06
H -0.618339 -3.148306 -1.987720 -0.05 -0.21 -0.61
H 0.203141 0.706862 6.923503 0.01 -0.03 -0.25
H 1.162342 2.005140 1.643901 -0.49 0.20 0.05
H 1.896872 -0.565152 3.146654 -0.27 -0.03 0.12
H -0.672915 -1.561927 -3.730274 0.12 0.26 0.53
```
Positions in Å, forces in eV/Å.

As for the multiplicity: 3. Its charge is -1. As for the lowest unoccupied orbital energy (spin up / spin down): 2.8 / 2.7 eV. The total energy comes out at -943.379319 Ha. The maximum force is 8.57 eV Å⁻¹. The HOMO energy (spin up / spin down) is 0.3333 / -4.2285 eV. Its expectation value of S² is 2.04.

Charges per atom according to Mulliken partitioning, unit e: 0.21, -0.07, -0.51, -0.77, -0.10, -0.75, -0.37, -0.31, -0.35, -0.37, -0.35, -0.49, -0.02, -0.64, 0.36, 0.27, 0.30, 0.32, 0.38, 0.28, 0.09, 0.29, 0.04, 0.30, 0.25, 0.33, 0.08, 0.38, 0.22



No. 5
Density functional theory data (ωB97M-V/def2-TZVPD) for 2 unconnected molecules or ions with the total composition C11H15NS at a distorted geometry.

```
28
Properties=species:S:1:pos:R:3:forces:R:3
S -2.745802 -2.720809 1.216702 -0.07 -0.52 -0.31
N 0.667224 -0.104123 -2.401726 0.41 0.21 0.34
C -1.139270 -2.314587 0.477408 0.36 -0.61 -0.11
C 0.879632 0.907797 -0.404526 1.03 0.14 -0.47
C 2.987092 0.395608 -1.635891 1.26 -0.27 0.06
C 1.684144 1.482208 0.632412 -0.05 0.65 0.46
C -3.166854 -1.328481 2.247044 0.71 0.95 -0.66
C -0.619490 0.109823 -1.899345 -0.38 0.64 -0.14
C 3.757292 0.832155 -0.507631 -0.71 1.16 0.86
C 3.081636 1.494613 0.518895 -0.18 -1.16 0.16
C -1.575142 1.319108 0.177947 0.48 0.11 0.95
C -0.492709 0.813591 -0.704162 0.29 -0.51 -0.03
C 1.606452 0.387982 -1.520945 -0.71 -0.06 0.01
H -1.503046 -0.054714 -2.489783 -0.04 -0.10 -0.14
H -1.171484 -2.473638 -0.598460 -0.36 0.35 -0.07
H -1.671260 2.413021 0.186542 -0.39 -0.07 -0.65
H -0.398862 -3.036703 0.811548 0.11 0.06 0.43
H -2.772272 -1.359810 3.250167 0.06 -0.13 0.32
H -2.819716 -0.424588 1.748132 0.33 0.00 0.17
H -0.772016 -1.309506 0.660528 -0.20 0.10 0.08
H -2.506990 0.780223 0.015682 -0.25 0.37 -0.12
H 3.547766 0.211584 -2.545970 -0.42 -0.43 -0.22
H 3.626462 1.899229 1.368882 0.16 -0.10 -0.05
H 1.283152 1.869399 1.564613 -0.35 0.12 -0.20
H 4.813256 0.667058 -0.329471 0.13 0.05 -0.69
H -4.222857 -1.182395 2.228649 -0.93 -0.35 0.31
H 0.927182 -0.455019 -3.299972 -0.23 -0.16 -0.15
H -1.283526 1.180978 1.232739 -0.08 -0.43 -0.11
```
Positions in Å, forces in eV/Å.

As for the multiplicity: 2. Its charge is -1. The energy above the lowest of the compared OMol25 structures with the same formula, charge and spin is 7.33 kcal per mole. As for the lowest unoccupied orbital energy (spin up / spin down): 3.0 / 3.0 eV. The total energy comes out at -881.039439 Ha. The maximum force is 1.61 eV Å⁻¹. The HOMO energy (spin up / spin down) is 0.4316 / -2.8496 eV. Its expectation value of S² is 0.77.

Charges per atom according to Mulliken partitioning, unit e: -0.16, -0.01, -0.44, 1.45, -0.92, -0.70, -0.53, -1.24, -0.57, -0.52, -1.40, 0.45, -0.29, 0.44, 0.25, 0.33, 0.40, 0.30, -0.08, -0.15, 0.40, 0.29, 0.32, 0.25, 0.33, 0.33, 0.17, 0.31



No. 6
Density functional theory data (ωB97M-V/def2-TZVPD) for a single C11H15OPS molecule at a distorted geometry.

```
29
Properties=species:S:1:pos:R:3:forces:R:3
S 2.728221 1.895615 0.432038 -0.51 -0.95 -1.01
P -1.481810 0.880627 -0.151337 0.67 1.99 1.82
O -1.409744 1.254675 -1.535570 -0.20 0.10 -3.99
C -1.200269 -1.680542 0.494544 0.07 -0.72 0.79
C 0.223331 0.584499 0.430333 -0.41 -2.75 2.18
C -2.222013 2.394560 0.632925 -0.05 0.11 -3.72
C -2.309424 -0.685646 0.251921 -1.29 -0.21 -0.29
C 1.405259 0.928777 -0.340241 1.96 2.10 -1.16
C 1.703059 0.852333 -1.663545 -1.37 -0.62 0.00
C 3.593483 1.976838 -1.083519 1.09 1.54 2.17
C -1.501933 -3.189122 0.772049 -2.41 2.67 -2.38
C 2.937578 1.400476 -2.086675 0.33 -0.37 -1.36
C 0.030892 -1.193044 0.531319 0.21 3.39 -0.08
C 1.319317 -1.792043 0.842765 1.88 2.79 -1.36
H 1.348138 -1.610852 1.873542 0.71 -0.16 1.95
H -3.102422 -0.496870 1.008566 0.83 -0.43 0.29
H 0.561180 1.129523 1.376987 -1.62 -1.48 -0.16
H -2.950440 -1.032815 -0.598373 0.70 0.55 0.17
H -3.064996 2.632638 -0.081929 -0.18 -1.02 1.31
H -1.724083 3.328089 0.291664 0.98 -0.88 0.79
H -0.637902 -3.773516 0.800796 1.24 -0.89 0.38
H -2.154670 -3.525947 -0.097572 0.75 0.08 1.03
H -2.407619 2.337695 1.641612 -0.85 0.26 2.26
H 2.153907 -1.044348 0.404202 -1.57 -2.30 0.75
H 0.878430 0.499680 -2.260716 0.27 -0.32 -0.66
H 4.532288 2.570527 -1.078622 -0.76 -0.78 -0.20
H 1.482346 -2.810307 0.632637 0.20 -1.15 -0.46
H 3.408567 1.369857 -3.085848 -0.80 -0.07 0.53
H -2.138671 -3.201357 1.646047 0.12 -0.45 0.42
```
Positions in Å, forces in eV/Å.

As for the multiplicity: 1. The energy above the lowest of the compared OMol25 structures with the same formula, charge and spin is 15.88 kcal per mole. As for the lowest unoccupied orbital energy: 0.7 eV. The total energy comes out at -1242.859496 Ha. The maximum force is 4.31 eV Å⁻¹. The HOMO energy is -8.4523 eV.

Charges per atom according to Mulliken partitioning, unit e: -0.14, 0.81, -0.80, 0.84, 0.07, -1.29, -0.77, -0.57, 0.05, -0.24, -1.44, -0.69, 0.06, -1.61, 0.36, 0.45, 0.41, 0.44, 0.36, 0.35, 0.41, 0.29, 0.43, 0.24, 0.43, 0.37, 0.53, 0.34, 0.29